Density functional theory data (the ωB97M-V functional and the def2-TZVPD basis) for a cluster of 5 separate species, C20H42FO4P in total.

ORCA input file:
```
! RIJCOSX wB97M-V def2-TZVPD def2/J DEFGRID3
* xyz 0 1
C -1.365 -0.410 2.654
C -0.054 -0.748 1.877
C 1.209 -0.542 2.584
C 2.429 -0.825 1.811
C 2.404 -1.280 0.428
C 3.675 -1.552 -0.446
P 5.163 -0.663 0.309
F 5.811 -1.800 1.371
C 1.105 -1.504 -0.210
C -0.136 -1.238 0.511
H -2.160 -1.186 2.546
H -1.775 0.524 2.168
H -1.168 -0.128 3.722
H 1.239 -0.166 3.631
H 3.395 -0.639 2.330
H 3.874 -2.635 -0.643
H 3.494 -1.042 -1.439
H 6.099 -0.372 -0.734
H 0.987 -1.863 -1.263
H -1.143 -1.366 0.061
C 0.111 3.649 0.674
C -0.995 3.914 1.684
C -0.861 5.296 2.303
O -0.947 2.924 2.710
H 1.093 3.689 1.154
H 0.008 2.649 0.245
H 0.090 4.381 -0.137
H -1.968 3.824 1.195
H 0.090 5.392 2.838
H -1.653 5.469 3.033
H -0.912 6.077 1.542
H -0.091 2.993 3.150
C 1.119 -6.027 -0.140
C 1.967 -6.032 -1.402
C 3.365 -6.567 -1.129
O 2.059 -4.704 -1.917
H 1.563 -5.383 0.625
H 0.123 -5.630 -0.349
H 1.015 -7.034 0.270
H 1.483 -6.644 -2.167
H 3.884 -5.941 -0.397
H 3.965 -6.554 -2.041
H 3.329 -7.590 -0.749
H 2.486 -4.155 -1.247
C -4.437 9.716 2.374
C -3.038 9.124 2.455
C -2.157 9.629 1.323
O -3.119 7.701 2.396
H -4.926 9.432 1.437
H -5.061 9.337 3.186
H -4.408 10.806 2.435
H -2.586 9.381 3.415
H -2.570 9.342 0.351
H -1.160 9.189 1.387
H -2.061 10.717 1.352
H -3.518 7.460 1.550
C -1.236 -4.948 -3.622
C -1.342 -6.324 -4.260
C -0.505 -6.411 -5.527
O -2.706 -6.603 -4.571
H -1.606 -4.173 -4.301
H -1.849 -4.896 -2.719
H -0.202 -4.715 -3.356
H -1.011 -7.085 -3.549
H -0.850 -5.686 -6.271
H -0.598 -7.400 -5.981
H 0.550 -6.220 -5.318
H -3.009 -5.936 -5.200
*
```

## Properties
Calculated total energy, eV: -41616.221
Structure (SMILES): Cc1ccc(CPF)cc1.CC(C)O.CC(C)O.CC(C)O.CC(C)O